{
  "formula": "C27H35ClN4O4P2Ti",
  "method": "the ωB97M-V functional and the def2-TZVPD basis",
  "elements": ["Ti", "C", "C", "C", "C", "C", "C", "C", "C", "C", "H", "H", "H", "H", "H", "H", "H", "H", "H", "H", "H", "H", "H", "H", "H", "P", "P", "N", "N", "N", "N", "C", "C", "C", "C", "C", "C", "C", "C", "C", "C", "C", "C", "C", "C", "C", "C", "C", "C", "H", "H", "H", "H", "H", "H", "H", "H", "H", "H", "H", "H", "H", "H", "H", "H", "H", "H", "H", "H", "O", "Cl", "O", "O", "O"],
  "positions_angstrom": [[-0.21356, 2.28653, 1.71198], [1.77026, -3.25487, 0.66333], [1.93036, -2.68445, -0.53694], [1.33763, -3.23790, -1.82262], [-0.13516, -3.69329, -1.75845], [-1.05197, -2.88547, -0.85770], [-1.02701, -2.85842, 0.49161], [-0.53122, -4.01343, 1.30058], [0.89402, -4.44261, 0.93038], [-1.92912, 3.06852, 2.66659], [2.43866, -3.00801, 1.49247], [2.74860, -1.96620, -0.68485], [1.93368, -4.10805, -2.16253], [1.44201, -2.49171, -2.62620], [-0.53271, -3.61151, -2.78462], [-0.17612, -4.76706, -1.51310], [-1.89457, -2.42977, -1.40652], [-1.56266, -2.08595, 1.04079], [-1.20037, -4.88560, 1.19241], [-0.54672, -3.72822, 2.35901], [1.32398, -5.00419, 1.76940], [0.87267, -5.12440, 0.07242], [-1.89206, 3.57795, 3.64454], [-2.81374, 2.42363, 2.62295], [-2.07850, 3.84203, 1.88806], [-1.82678, 0.85219, -0.96558], [1.69134, 1.17773, 0.11698], [-2.95284, 0.00111, -0.00521], [-2.79374, 1.78177, -2.01416], [2.43096, 0.05743, 1.24845], [3.08139, 2.06783, -0.41426], [-0.37642, -0.11088, -1.49813], [1.13747, 0.36397, -1.43369], [-2.99658, -0.09912, 1.41024], [-4.01555, -0.97781, 1.74397], [-4.57434, -1.48848, 0.52729], [-3.91507, -0.89184, -0.52252], [-3.79421, 2.68349, -1.57138], [-4.24044, 3.42304, -2.65091], [-3.53414, 2.96281, -3.80904], [-2.67579, 1.96006, -3.39320], [1.76158, -0.30369, 2.42398], [2.60909, -1.04750, 3.22163], [3.79247, -1.30978, 2.45563], [3.66397, -0.61303, 1.25581], [4.28627, 1.61965, -0.97582], [5.07514, 2.71808, -1.30266], [4.30924, 3.89025, -0.98450], [3.09782, 3.47659, -0.46545], [-0.57325, -0.44758, -2.52912], [-0.41563, -1.02036, -0.86633], [1.80834, -0.50213, -1.63158], [1.31592, 1.09679, -2.24992], [-2.34535, 0.49396, 2.05089], [-4.36364, -1.18470, 2.74520], [-5.38466, -2.20269, 0.49160], [-4.11121, -0.97680, -1.57965], [-4.15429, 2.64123, -0.56419], [-5.06564, 4.12217, -2.66501], [-3.72942, 3.26448, -4.83093], [-2.03431, 1.31480, -3.96134], [0.79319, 0.09481, 2.69259], [2.36451, -1.35273, 4.23396], [4.60817, -1.97182, 2.72466], [4.35448, -0.51029, 0.43608], [4.48524, 0.56399, -1.10302], [6.07731, 2.68382, -1.71487], [4.61118, 4.91545, -1.11368], [2.24555, 4.03450, -0.10911], [0.47633, 3.92124, 0.98111], [1.04461, 5.01231, 2.14916], [0.78710, 1.73819, 3.01059], [0.08190, 5.31175, 3.28817], [-1.22366, 1.84818, 0.02422]],
  "forces_ev_per_angstrom": [[-2.1, 1.4, -2.4], [1.0, -0.3, -0.4], [0.7, -1.0, 0.0], [0.0, 0.3, 0.1], [-0.8, -0.6, -0.4], [-0.6, -0.7, 0.2], [-1.1, -0.7, -1.1], [0.7, 0.1, 0.7], [0.1, -0.3, 0.1], [-0.4, 0.1, 0.1], [-0.4, 0.5, -0.4], [-0.5, -0.2, 0.3], [-0.1, 0.4, 0.2], [0.0, -0.1, 0.2], [0.1, -0.2, 0.3], [-0.1, 0.4, -0.1], [0.8, 0.6, 0.5], [-0.4, -0.3, -0.2], [0.0, 0.5, 0.0], [0.0, -0.1, -0.1], [-0.1, 0.0, -0.2], [0.1, 0.2, 0.2], [0.1, -0.3, -0.5], [-0.1, 0.1, 0.2], [-0.1, 0.0, 0.3], [0.9, 3.1, 3.6], [0.4, 0.6, 1.1], [-0.3, -1.0, -0.6], [-0.3, -0.4, -0.6], [0.2, -0.9, -0.4], [0.3, 0.3, -0.6], [0.4, -0.8, -1.0], [-0.2, 0.3, -0.8], [-0.7, -0.4, -0.2], [1.0, 0.8, -0.7], [0.5, 0.5, -0.1], [-0.4, 0.0, 0.9], [-0.1, 0.1, -0.8], [0.5, -1.2, 0.6], [0.5, -1.0, 0.6], [-0.5, 0.7, -0.5], [1.3, 0.0, 0.2], [-0.2, 0.0, -0.7], [-0.5, 0.8, -0.6], [-0.5, -0.1, 1.0], [0.3, 0.9, -0.1], [-1.1, -0.7, 0.4], [-0.6, -0.9, 0.3], [0.8, -0.3, -0.1], [0.2, -0.2, 0.3], [-0.3, 0.6, -0.3], [-0.9, 0.5, -0.1], [0.0, -0.2, 0.6], [-0.3, -0.2, -0.4], [0.2, 0.0, -0.1], [0.1, 0.1, -0.3], [0.2, 0.1, 0.0], [0.2, 0.1, 0.3], [0.2, 0.0, 0.2], [0.3, 0.0, 0.2], [0.2, 0.0, -0.1], [-0.2, -0.4, -0.2], [0.1, -0.1, -0.3], [0.0, 0.3, 0.0], [-0.1, -0.1, 0.2], [0.0, 0.3, 0.0], [-0.3, 0.0, 0.1], [0.0, 0.0, 0.0], [0.1, -0.1, -0.1], [0.6, 1.5, 0.8], [-0.2, -0.2, -0.5], [2.2, -0.8, 3.3], [0.1, -0.1, -0.3], [-1.1, -1.0, -1.4]],
  "s_squared": 2.01,
  "multiplicity": 3,
  "homo_ha": [-0.2319, -0.2829],
  "e_above_lowest_kj_mol": 0.0,
  "molar_mass_g_mol": 624.87,
  "lumo_energy_ha": [-0.0029, -0.0688]
}



{
  "formula": "C27H35CoN10OS",
  "method": "the ωB97M-V functional and the def2-TZVPD basis",
  "elements": ["Co", "C", "C", "N", "N", "C", "S", "N", "N", "H", "H", "H", "H", "H", "H", "C", "C", "C", "C", "N", "C", "C", "C", "C", "C", "C", "C", "H", "H", "H", "H", "H", "H", "H", "H", "O", "C", "C", "C", "C", "C", "C", "C", "C", "N", "H", "H", "H", "H", "H", "H", "H", "H", "H", "H", "H", "C", "C", "C", "C", "N", "C", "N", "N", "N", "H", "H", "H", "H", "H", "H", "H", "H", "H", "H"],
  "positions_angstrom": [[-0.82227, 0.15455, 0.15797], [1.75805, 5.82084, -0.37264], [2.15580, 4.60355, -1.12176], [3.21611, 4.46651, -1.84335], [3.14400, 3.17252, -2.29475], [2.06557, 2.49743, -1.88610], [1.64878, 0.89372, -2.15077], [1.41588, 3.43150, -1.13705], [0.19234, 3.17017, -0.53350], [2.47228, 6.61177, -0.58729], [1.75800, 5.62736, 0.70110], [0.76122, 6.15910, -0.65883], [3.86786, 2.79986, -2.88274], [0.31919, 2.81464, 0.40867], [-0.36641, 4.01298, -0.52096], [-4.27935, 2.69210, 0.93310], [-4.08886, 2.99249, 2.27506], [-2.94638, 2.54722, 2.91187], [-2.01141, 1.79845, 2.20467], [-2.21424, 1.49826, 0.90881], [-3.31478, 1.94117, 0.29367], [-0.72097, 1.33215, 2.74079], [-0.32948, 1.52809, 4.06531], [0.93225, 1.12886, 4.47509], [1.80595, 0.55969, 3.55441], [1.39548, 0.35191, 2.24222], [0.11641, 0.70448, 1.81279], [-5.15288, 3.03168, 0.39259], [-4.82153, 3.57735, 2.81783], [-2.77649, 2.78564, 3.95185], [-3.40920, 1.68231, -0.75194], [-0.99637, 1.98931, 4.78441], [1.23862, 1.27503, 5.50316], [2.79993, 0.26105, 3.86685], [2.09593, -0.09470, 1.54192], [-1.61017, 0.75634, -1.79816], [-1.90254, -0.09557, -2.92748], [-2.28513, -1.45210, -2.38341], [-3.47208, -1.37975, -1.39649], [-3.16986, -2.03262, -0.07312], [-3.77461, -3.22519, 0.29776], [-3.49730, -3.77507, 1.53999], [-2.62849, -3.10781, 2.38441], [-2.04815, -1.93513, 1.93886], [-2.29403, -1.40530, 0.73323], [-1.06463, 1.50438, -2.08173], [-1.02974, -0.16522, -3.57821], [-2.72759, 0.34110, -3.49401], [-1.41852, -1.85478, -1.85958], [-2.50383, -2.12097, -3.21626], [-4.36347, -1.83246, -1.82737], [-3.70353, -0.33310, -1.19601], [-4.46223, -3.71006, -0.38448], [-3.96183, -4.70451, 1.84373], [-2.39282, -3.48541, 3.36966], [-1.34748, -1.39385, 2.56123], [4.78999, -2.84949, -0.51714], [4.07406, -3.41070, -1.74355], [3.94514, -2.35469, -2.83969], [2.72889, -4.03017, -1.36181], [1.81683, -3.08749, -0.70022], [1.09950, -2.08704, -1.19009], [0.42685, -1.53581, -0.20685], [0.75486, -2.23769, 0.91309], [1.58227, -3.17056, 0.62369], [5.75529, -2.42709, -0.80108], [4.96627, -3.62196, 0.23538], [4.20382, -2.05026, -0.05237], [4.65618, -4.24698, -2.13906], [3.45971, -1.44652, -2.46950], [3.38126, -2.72951, -3.69951], [4.93398, -2.06301, -3.19664], [2.87351, -4.83334, -0.64478], [2.22158, -4.43346, -2.23670], [1.07899, -1.79622, -2.22816]],
  "forces_ev_per_angstrom": [[-0.3, 0.4, 0.4], [0.0, -0.1, 0.0], [-0.2, -0.1, 0.1], [0.0, -0.3, -0.1], [0.3, 0.1, -0.1], [0.1, 0.0, 0.0], [0.0, 0.4, -0.1], [-0.2, 0.1, 0.2], [-0.2, 0.1, -0.2], [0.0, 0.0, 0.0], [0.0, 0.0, 0.0], [0.0, 0.0, 0.0], [0.1, 0.0, 0.0], [0.1, -0.1, 0.1], [0.0, 0.0, 0.0], [0.0, 0.0, 0.0], [0.0, 0.0, 0.0], [-0.1, 0.0, 0.0], [0.1, 0.0, 0.1], [0.5, -0.1, -0.3], [0.0, -0.1, 0.0], [-0.1, 0.2, 0.1], [0.1, 0.1, 0.0], [0.0, 0.0, 0.0], [0.0, 0.0, -0.1], [0.1, 0.1, 0.0], [0.0, -0.8, -0.4], [0.0, 0.0, 0.0], [0.0, 0.0, 0.0], [0.0, 0.0, 0.0], [0.0, 0.0, 0.1], [0.0, 0.0, 0.0], [0.0, 0.0, 0.0], [0.0, 0.0, 0.0], [-0.1, 0.0, 0.1], [-0.1, -0.4, -0.2], [0.0, 0.0, 0.1], [0.0, 0.1, 0.1], [0.1, 0.0, 0.0], [0.0, 0.1, 0.1], [0.0, 0.0, 0.0], [0.0, 0.0, 0.0], [0.0, 0.0, 0.0], [0.0, 0.1, -0.1], [0.0, -0.3, 0.0], [0.2, -0.1, 0.1], [0.1, 0.0, 0.0], [0.0, 0.1, 0.0], [0.0, -0.1, -0.1], [0.0, 0.0, 0.0], [0.0, 0.0, 0.0], [-0.1, -0.1, 0.0], [0.0, 0.0, 0.0], [0.0, 0.0, 0.0], [0.0, 0.0, 0.0], [0.0, 0.0, 0.0], [0.0, 0.0, 0.0], [0.0, 0.2, 0.1], [0.0, 0.0, 0.0], [0.1, 0.1, 0.0], [0.2, -0.5, 0.1], [-0.1, 0.2, -0.2], [0.1, 0.4, 0.6], [0.1, -0.2, -0.4], [-0.3, 0.4, -0.2], [0.0, 0.0, 0.0], [0.0, 0.1, 0.0], [0.0, 0.0, 0.0], [0.0, 0.0, 0.0], [0.0, 0.0, 0.0], [0.0, 0.0, 0.0], [0.0, 0.0, 0.0], [0.0, 0.0, 0.1], [-0.1, 0.0, 0.0], [0.0, 0.0, 0.1]],
  "s_squared": 0.90,
  "multiplicity": 2,
  "homo_ha": [-0.3919, -0.3843],
  "e_above_lowest_kj_mol": 70.7,
  "molar_mass_g_mol": 606.65,
  "total_charge": 1,
  "lumo_energy_ha": [-0.0734, -0.0762]
}